The following is a quantum chemistry calculation of an isolated molecule of C5H9NO at a distorted geometry, from OMol25.

For the energy relative to the best compared isomer or geometry (same formula, charge and spin), the calculation gives 410.54 kJ/mol. For the molar mass, the calculation gives 99.1 g mol⁻¹. For the frontier orbital gap, the calculation gives 8.80 eV. The highest occupied orbital energy is -8.6 eV. As for the multiplicity: 1. The SMILES is CC(C)=C(C)N=O.

The geometry in XYZ format:
```
16
C5H9NO, DFT ωB97M-V/def2-TZVPD
C 0.382 1.951 0.250
C 0.391 0.468 0.096
C 1.495 -0.358 0.514
C -0.688 -0.199 -0.272
C -0.852 -1.694 -0.469
N -2.030 0.714 -0.426
O -2.918 0.011 -0.766
H 1.305 2.182 0.787
H -0.436 2.532 0.706
H 0.435 2.357 -0.799
H 1.172 -1.037 1.281
H 2.424 0.236 0.759
H 1.835 -1.069 -0.200
H -1.368 -1.863 -1.428
H 0.152 -2.074 -0.474
H -1.297 -2.156 0.441
```

Mulliken population analysis, charges in e, atoms 1 to 4: -1.264 0.988 -1.678 0.298